[1]
Molecular formula: C6H17FNO9PS2
Method: DFT, ωB97M-V with the def2-TZVPD basis set

Element x y z (Å)
1 S 1.3119 2.5278 0.3560
2 S -3.4538 1.9645 0.4394
3 P 1.3145 -3.6119 -0.2172
4 F -2.5410 0.7369 -0.3957
5 O 2.6574 3.2118 -0.0903
6 O -4.9582 1.4936 0.3540
7 O 2.8986 -3.3936 -0.0299
8 O 0.6382 1.6070 -0.9276
9 O -3.0146 1.9623 1.9202
10 O 0.7626 -3.6743 1.2913
11 O 1.7101 1.5790 1.5421
12 O 1.2168 -5.1464 -0.6965
13 O 0.6431 -2.6100 -1.1062
14 N -3.2856 3.4768 -0.4020
15 C 0.5034 -2.4443 1.9352
16 C -2.4559 4.4979 0.3362
17 C 0.1411 3.8735 0.9860
18 C 0.2933 -5.4479 -1.7196
19 C 3.6932 -3.5618 -1.1880
20 C -0.8768 4.4315 -0.1860
21 H -2.8517 5.5671 -0.0189
22 H 0.0456 -6.5099 -1.6667
23 H 3.7439 -4.6212 -1.4497
24 H 4.7044 -3.2024 -0.9794
25 H -0.7955 3.7855 -1.1829
26 H 3.2815 -2.9928 -2.0259
27 H 0.5781 -2.5886 3.0157
28 H -2.5649 4.4929 1.5001
29 H 0.7963 4.8047 1.3213
30 H -4.1831 3.8579 -0.7723
31 H -0.6275 -4.8672 -1.6088
32 H 1.2205 -1.6758 1.6311
33 H -0.5478 5.5410 -0.4440
34 H 0.2370 0.7968 -0.4588
35 H -0.5117 -2.1192 1.6916
36 H 0.7509 -5.2377 -2.6900
37 H -0.4743 3.4964 1.9363

Results
Structure (SMILES): O=S(=O)(O)CCCNS(=O)(=O)F.COP(=O)(OC)OC
Energy: -2208.20703 a.u.
LUMO level: -1.21 eV

Here are the Löwdin charges for atoms 1 to 6, given in e: S 0.8044; S 0.8874; P 0.4362; F -0.2433; O -0.3772; O -0.3531



[2]
Molecular formula: C8H13INO2PS
Method: DFT, ωB97M-V with the def2-TZVPD basis set

Element x y z (Å)
1 I 4.1215 -0.3974 -1.3934
2 S 2.6969 1.9047 0.2652
3 P 3.2325 0.0173 0.8011
4 O 0.3028 -0.2355 -1.4827
5 O 0.7064 1.5387 -0.1327
6 N 2.1667 2.6134 1.7140
7 C -0.4238 -1.5823 1.6609
8 C -1.8144 -1.9630 1.1465
9 C -0.2255 -0.2932 2.4281
10 C 0.3888 0.2894 -0.2369
11 C -1.3052 1.1963 -2.7339
12 C 0.0515 0.5262 -2.5745
13 C 0.1145 -0.3943 0.9541
14 C -2.0866 -3.1816 0.7268
15 H -0.0494 -0.3557 -3.3227
16 H 0.5282 -0.1115 3.1587
17 H 0.9990 1.1564 -2.8137
18 H -1.1909 0.1371 2.6992
19 H -1.4909 1.9132 -1.8956
20 H 1.2306 2.4912 1.8393
21 H -2.6437 -1.2939 1.2203
22 H -1.1590 1.7573 -3.6997
23 H -2.0083 0.3514 -2.9294
24 H 2.2927 3.5576 1.9081
25 H -1.4833 -4.0424 0.3645
26 H 0.1528 -2.4437 1.8465
27 H -3.1037 -3.1556 0.4821

Results
Energy above the lowest of the compared OMol25 structures with the same formula, charge and spin: 2.856 eV
Energy: -1554.84039 a.u.
2S+1: 3
LUMO level (alpha / beta): 0.08 / -2.33 eV

Here are the Löwdin charges for atoms 1 to 6, given in e: I 0.3361; S 0.4220; P 0.0979; O -0.0593; O -0.2350; N -0.2951



[3]
Molecular formula: H4N2O3
Method: DFT, ωB97M-V with the def2-TZVPD basis set

Element x y z (Å)
1 O 1.0253 -0.6381 0.3878
2 O 0.5251 0.6147 0.6746
3 O -0.7613 0.8734 0.0574
4 N 0.4218 -1.7390 1.0658
5 N -0.6329 1.4668 -1.1999
6 H -0.4719 0.7443 -1.9640
7 H -0.0064 2.2459 -1.2027
8 H -0.0731 -2.2661 0.3936
9 H -0.0267 -1.3019 1.7874

Results
Structure (SMILES): NOOON
Energy above the lowest of the compared OMol25 structures with the same formula, charge and spin: 1.883 eV
Energy: -337.33020 a.u.
LUMO level: 1.09 eV

Here are the Löwdin charges for atoms 1 to 6, given in e: O -0.1665; O -0.0948; O -0.1541; N 0.0884; N 0.0218; H 0.1157



Question: Which of these has the highest energy?
Answer: H4N2O3



Question: Which of these has the highest energy?
Answer: H4N2O3